Entry 1:
{"formula": "C52H43CsN10O4PS2", "method": "the ωB97M-V functional and the def2-TZVPD basis", "species": ["Cs", "C", "C", "N", "C", "C", "N", "C", "C", "C", "C", "C", "N", "C", "C", "N", "C", "C", "N", "C", "C", "C", "N", "C", "C", "H", "H", "H", "H", "H", "H", "H", "H", "H", "H", "H", "H", "O", "C", "C", "C", "C", "C", "C", "C", "P", "C", "C", "C", "C", "C", "C", "C", "C", "C", "C", "C", "C", "H", "H", "H", "H", "H", "H", "H", "H", "H", "H", "H", "H", "H", "H", "O", "C", "C", "C", "C", "C", "C", "C", "O", "N", "N", "C", "S", "C", "C", "S", "H", "H", "H", "H", "H", "H", "H", "H", "H", "N", "C", "N", "C", "C", "O", "C", "C", "H", "H", "H", "H", "H", "H", "H", "H"], "coordinates": [[-0.466, -0.300, -0.383], [0.574, 1.812, -4.746], [0.488, 1.393, -3.449], [-0.689, 1.267, -2.855], [-1.783, 1.532, -3.523], [-1.667, 1.992, -4.850], [-0.506, 2.136, -5.472], [-3.080, 1.309, -2.838], [-4.183, 1.669, -3.561], [-5.481, 1.471, -3.030], [-5.495, 0.873, -1.770], [-4.329, 0.527, -1.099], [-3.073, 0.770, -1.613], [-4.480, -0.120, 0.209], [-5.700, -0.053, 0.921], [-5.890, -0.601, 2.093], [-4.854, -1.260, 2.606], [-3.665, -1.344, 1.937], [-3.459, -0.769, 0.755], [-6.660, 1.911, -3.689], [-6.637, 2.618, -4.905], [-7.820, 3.079, -5.457], [-9.042, 2.916, -4.946], [-9.053, 2.220, -3.785], [-7.944, 1.738, -3.148], [1.541, 1.875, -5.260], [1.350, 1.089, -2.886], [-2.534, 2.250, -5.443], [-4.101, 2.125, -4.535], [-6.442, 0.584, -1.322], [-6.527, 0.517, 0.501], [-5.003, -1.728, 3.559], [-2.826, -1.888, 2.361], [-5.741, 2.819, -5.440], [-7.786, 3.622, -6.416], [-10.065, 2.105, -3.355], [-8.100, 1.181, -2.240], [-1.442, 3.022, 0.732], [-1.344, 2.802, 1.882], [-1.242, 2.742, 3.212], [-1.899, 3.819, 3.887], [-1.925, 3.940, 5.242], [-1.285, 2.953, 6.054], [-0.585, 1.920, 5.403], [-0.512, 1.749, 4.039], [0.216, 0.242, 3.288], [1.947, 0.710, 2.904], [2.647, -0.199, 2.113], [3.981, 0.020, 1.866], [4.580, 1.210, 2.262], [3.839, 2.167, 2.952], [2.527, 1.925, 3.288], [0.468, -0.937, 4.690], [-0.552, -1.890, 4.895], [-0.429, -2.832, 5.904], [0.724, -2.879, 6.675], [1.748, -1.992, 6.442], [1.626, -1.011, 5.476], [-2.418, 4.527, 3.267], [-2.450, 4.769, 5.676], [-1.295, 3.039, 7.126], [-0.070, 1.182, 6.026], [2.156, -1.098, 1.753], [4.551, -0.708, 1.298], [5.616, 1.350, 2.053], [4.307, 3.082, 3.293], [1.925, 2.628, 3.863], [-1.419, -1.856, 4.250], [-1.235, -3.538, 6.076], [0.803, -3.662, 7.388], [2.641, -2.071, 7.030], [2.470, -0.353, 5.305], [3.360, -5.572, -1.279], [3.481, -5.382, 0.047], [4.463, -6.041, 0.820], [4.563, -5.816, 2.183], [3.679, -4.995, 2.860], [2.700, -4.369, 2.110], [2.601, -4.535, 0.731], [1.500, -3.733, 0.095], [0.783, -3.002, 0.793], [1.442, -3.854, -1.240], [0.506, -3.035, -1.812], [0.326, -3.143, -3.045], [1.146, -4.339, -4.083], [0.355, -3.765, -5.616], [-1.018, -3.238, -5.273], [-0.798, -2.069, -3.898], [2.560, -5.010, -1.581], [5.118, -6.753, 0.343], [5.326, -6.341, 2.741], [3.711, -4.896, 3.933], [1.919, -3.805, 2.616], [0.265, -4.611, -6.301], [0.942, -2.966, -6.081], [-1.713, -4.003, -4.959], [-1.402, -2.665, -6.124], [2.362, 1.547, -0.485], [3.360, 1.956, -0.889], [4.453, 2.464, -1.457], [5.500, 2.966, -0.567], [6.528, 3.745, -1.349], [7.080, 2.925, -2.358], [6.055, 2.538, -3.273], [4.982, 1.716, -2.569], [6.053, 2.149, -0.097], [5.052, 3.561, 0.226], [7.320, 4.054, -0.670], [6.098, 4.659, -1.771], [6.557, 1.902, -3.999], [5.635, 3.409, -3.758], [5.457, 0.765, -2.232], [4.154, 1.472, -3.268]], "lowdin_charge": [0.859, -0.149, -0.168, -0.004, -0.221, -0.069, 0.078, -0.263, 0.020, -0.179, 0.019, -0.218, 0.055, -0.206, -0.088, 0.071, -0.151, -0.136, 0.079, -0.190, -0.033, -0.190, 0.015, -0.180, -0.044, 0.100, 0.069, 0.101, 0.073, 0.082, 0.105, 0.092, 0.094, 0.080, 0.098, 0.100, 0.090, 0.177, -0.107, -0.207, -0.056, -0.090, -0.073, -0.110, -0.320, 1.077, -0.386, -0.122, -0.085, -0.109, -0.095, -0.084, -0.355, -0.085, -0.079, -0.092, -0.091, -0.082, 0.113, 0.095, 0.087, 0.102, 0.087, 0.114, 0.084, 0.099, 0.105, 0.080, 0.104, 0.091, 0.098, 0.107, 0.013, -0.278, -0.026, -0.120, -0.111, -0.042, -0.080, -0.494, -0.123, -0.024, -0.124, -0.924, 0.900, -0.557, -0.534, 0.882, 0.050, 0.101, 0.091, 0.087, 0.108, 0.071, 0.072, 0.072, 0.079, 0.194, -0.259, -0.088, -0.134, -0.200, -0.124, -0.176, -0.131, 0.121, 0.133, 0.128, 0.128, 0.128, 0.123, 0.146, 0.140], "gap_ev": [3.694, 6.455], "total_charge": -1, "fmax_ha_per_bohr": 0.046, "de_lowest_kj_mol": 37.4, "spin_multiplicity": 1, "e_tot_ha": -4013.742732}


Entry 2:
{"formula": "C52H44N2P2Pd", "method": "the ωB97M-V functional and the def2-TZVPD basis", "species": ["C", "C", "C", "C", "C", "C", "C", "C", "C", "C", "C", "C", "C", "Pd", "P", "C", "C", "C", "C", "C", "C", "C", "C", "C", "C", "C", "C", "C", "C", "C", "C", "C", "C", "P", "C", "C", "C", "C", "C", "C", "C", "C", "C", "C", "C", "C", "C", "C", "C", "C", "C", "C", "C", "C", "H", "H", "H", "H", "H", "H", "H", "H", "H", "H", "H", "H", "H", "H", "H", "H", "H", "H", "H", "H", "H", "H", "H", "H", "H", "H", "H", "H", "H", "H", "H", "H", "H", "H", "H", "H", "H", "H", "H", "H", "H", "H", "H", "N", "C", "N", "H"], "coordinates": [[-4.056, 3.085, -3.673], [-2.698, 2.836, -3.802], [-2.110, 1.720, -3.171], [-2.933, 0.840, -2.370], [-2.438, -0.480, -1.995], [-3.272, -1.483, -1.499], [-3.089, -2.845, -1.794], [-1.935, -3.248, -2.579], [-1.142, -4.344, -2.158], [0.090, -4.588, -2.748], [0.527, -3.806, -3.826], [-0.297, -2.794, -4.336], [-1.517, -2.524, -3.725], [-1.742, 1.865, -0.794], [-2.642, 3.062, 0.885], [-4.437, 2.861, 0.730], [-5.235, 3.848, 0.137], [-6.595, 3.606, -0.062], [-7.166, 2.393, 0.329], [-6.370, 1.411, 0.926], [-5.010, 1.642, 1.133], [-2.364, 2.717, 2.641], [-3.335, 3.079, 3.592], [-3.099, 2.859, 4.950], [-1.901, 2.279, 5.375], [-0.942, 1.905, 4.429], [-1.174, 2.110, 3.071], [-2.261, 4.811, 0.593], [-2.053, 5.702, 1.660], [-1.708, 7.029, 1.395], [-1.542, 7.475, 0.080], [-1.733, 6.585, -0.979], [-2.105, 5.265, -0.727], [0.453, 1.305, -0.533], [1.224, 1.456, -2.167], [1.770, 2.686, -2.572], [2.150, 2.868, -3.904], [2.000, 1.833, -4.834], [1.483, 0.598, -4.431], [1.101, 0.406, -3.103], [1.394, 2.300, 0.661], [2.254, 1.708, 1.608], [2.773, 2.474, 2.655], [2.460, 3.832, 2.767], [1.657, 4.439, 1.798], [1.152, 3.686, 0.737], [0.821, -0.419, -0.117], [1.976, -1.063, -0.604], [2.204, -2.408, -0.316], [1.338, -3.095, 0.535], [0.248, -2.432, 1.091], [-0.032, -1.109, 0.759], [-4.322, 1.170, -2.215], [-4.858, 2.255, -2.873], [-4.524, 3.915, -4.208], [-2.084, 3.487, -4.431], [-1.101, 1.398, -3.445], [-1.387, -0.712, -2.215], [-4.085, -1.189, -0.828], [-3.846, -3.608, -1.608], [-1.489, -4.930, -1.304], [0.714, -5.401, -2.376], [1.488, -4.008, -4.299], [-0.009, -2.238, -5.230], [-2.157, -1.728, -4.115], [-4.790, 4.793, -0.176], [-7.211, 4.374, -0.528], [-8.230, 2.210, 0.168], [-6.805, 0.463, 1.241], [-4.385, 0.874, 1.593], [-4.280, 3.524, 3.275], [-3.852, 3.143, 5.683], [-1.708, 2.116, 6.437], [-0.001, 1.454, 4.741], [-0.431, 1.815, 2.326], [-2.154, 5.362, 2.691], [-1.558, 7.723, 2.221], [-1.265, 8.511, -0.126], [-1.600, 6.903, -2.013], [-2.250, 4.568, -1.556], [1.895, 3.489, -1.845], [2.560, 3.827, -4.220], [2.286, 1.984, -5.877], [1.377, -0.221, -5.146], [0.710, -0.568, -2.796], [2.515, 0.651, 1.524], [3.423, 2.004, 3.394], [2.850, 4.420, 3.601], [1.416, 5.502, 1.866], [0.537, 4.173, -0.023], [2.687, -0.526, -1.234], [3.064, -2.915, -0.756], [1.503, -4.149, 0.769], [-0.413, -2.963, 1.775], [-0.916, -0.620, 1.172], [-4.958, 0.495, -1.640], [-5.927, 2.459, -2.799], [-4.079, -3.236, 0.414], [-3.031, -3.825, 0.862], [-2.026, -4.387, 1.181], [-4.786, -3.077, 1.138]], "lowdin_charge": [-0.072, -0.081, -0.086, -0.340, -0.008, -0.060, 0.036, -0.194, -0.008, -0.070, -0.071, -0.090, -0.051, 0.348, 0.949, -0.382, -0.090, -0.097, -0.094, -0.085, -0.113, -0.359, -0.094, -0.078, -0.078, -0.070, -0.080, -0.368, -0.072, -0.083, -0.085, -0.082, -0.119, 0.965, -0.362, -0.078, -0.082, -0.090, -0.080, -0.134, -0.362, -0.076, -0.081, -0.083, -0.077, -0.119, -0.388, -0.113, -0.083, -0.076, -0.087, -0.086, -0.027, -0.081, 0.111, 0.112, 0.090, 0.096, 0.104, 0.117, 0.101, 0.111, 0.105, 0.100, 0.121, 0.101, 0.104, 0.102, 0.107, 0.115, 0.113, 0.104, 0.105, 0.106, 0.070, 0.102, 0.104, 0.104, 0.104, 0.079, 0.094, 0.103, 0.102, 0.095, 0.087, 0.105, 0.106, 0.105, 0.105, 0.089, 0.109, 0.104, 0.110, 0.065, 0.097, 0.110, 0.109, -0.051, -0.570, 0.032, 0.035], "gap_ev": 4.623, "fmax_ha_per_bohr": 0.053, "de_lowest_kj_mol": 53.9, "spin_multiplicity": 1, "e_tot_ha": -2927.936984}